# C27H44BrNNiOP2

C27H44BrNNiOP2 as an isolated structure (the ωB97M-V functional and the def2-TZVPD basis, the OMol25 dataset).

Output
HOMO-LUMO gap (alpha / beta): 5.598 / 3.600 eV
LUMO energy (alpha / beta): -7.639 / -9.632 eV
multiplicity: 3
HOMO (alpha / beta): -13.237 / -13.232 eV
charge: +2

Structure (XYZ):
```
77
Properties=species:S:1:pos:R:3:forces:R:3:lowdin_charge:R:1
C -0.470 7.016 -3.258 0.03 0.00 -0.16 -0.004
C -0.637 5.650 -3.550 0.00 0.29 -0.38 -0.229
C -0.958 5.279 -4.868 -0.01 0.23 -0.07 -0.014
C -1.088 6.284 -5.835 0.16 -0.17 0.74 -0.120
N -0.913 7.573 -5.542 -0.09 0.22 -0.24 0.068
C -0.620 7.947 -4.295 -0.03 -0.75 0.19 -0.115
C -0.476 4.649 -2.528 0.12 -0.61 0.99 0.083
C -0.343 3.842 -1.623 -0.36 1.21 -1.34 0.043
C -0.279 2.857 -0.607 -0.20 0.10 -0.56 -0.212
C 0.760 2.909 0.333 -0.01 -0.60 0.83 0.026
C 0.896 1.856 1.244 -0.14 0.67 -0.95 -0.057
C 0.033 0.779 1.068 0.45 0.34 1.02 -0.251
C -1.165 0.824 0.346 0.25 0.28 -0.61 -0.085
C -1.282 1.869 -0.579 0.40 -0.31 0.66 0.009
Ni 0.099 -0.894 1.757 -1.76 -0.18 0.59 0.087
P 2.142 -1.197 1.382 1.48 -0.26 -0.13 0.944
H -1.099 4.234 -5.143 0.05 0.27 0.14 0.113
H -0.221 7.353 -2.252 -0.08 -0.16 -0.27 0.119
H -1.339 6.026 -6.870 0.12 0.20 0.40 0.116
H -0.497 9.018 -4.100 -0.06 -0.44 -0.16 0.119
H -2.120 1.946 -1.265 0.04 0.00 0.20 0.132
H 1.434 3.765 0.339 -0.18 -0.23 0.04 0.141
H -1.974 0.103 0.494 0.34 0.06 -0.17 0.094
H 1.633 1.891 2.045 -0.14 -0.10 -0.35 0.111
C 2.580 -2.806 2.150 -0.52 -0.02 0.30 -0.350
C 3.609 -3.672 1.427 0.27 -0.24 -0.15 -0.114
H 1.629 -3.349 2.269 0.33 0.03 0.08 0.060
H 2.930 -2.550 3.162 -0.21 -0.09 -0.19 0.103
H 3.797 -4.570 2.028 -0.10 0.21 -0.11 0.097
H 3.255 -4.016 0.450 0.05 0.07 0.17 0.067
H 4.577 -3.178 1.289 -0.29 -0.07 0.01 0.069
C 2.161 -1.393 -0.431 -0.34 -0.12 -0.22 -0.359
C 3.172 -0.527 -1.168 0.30 0.20 -0.36 -0.104
H 1.137 -1.159 -0.766 0.34 0.01 -0.01 0.057
H 2.315 -2.458 -0.639 0.07 0.16 0.00 0.075
H 3.057 -0.672 -2.250 0.06 0.05 0.27 0.093
H 3.033 0.543 -0.964 -0.01 -0.27 -0.03 0.079
H 4.201 -0.800 -0.904 -0.25 0.09 -0.10 0.076
C 3.424 -0.052 1.956 -0.31 0.61 0.09 -0.358
C 4.840 -0.617 1.993 0.36 -0.08 -0.02 -0.113
H 3.109 0.243 2.971 0.09 -0.04 -0.20 0.105
H 3.364 0.856 1.341 0.12 -0.28 0.12 0.076
H 5.537 0.183 2.265 -0.16 -0.13 -0.01 0.098
H 4.942 -1.409 2.742 -0.01 0.16 -0.14 0.081
H 5.166 -1.011 1.026 -0.08 0.10 0.19 0.067
Br -1.260 -2.121 3.036 0.28 0.07 0.44 0.361
P -2.403 -3.416 -1.265 1.61 2.97 1.73 1.240
C -0.566 -3.561 -1.177 0.02 -0.71 -0.81 -0.376
C -0.125 -5.000 -1.459 0.36 -0.37 0.06 -0.133
H -0.249 -3.227 -0.176 -0.35 -0.05 -0.18 0.062
H -0.141 -2.876 -1.926 -0.27 -0.20 0.13 0.086
H 0.944 -5.038 -1.699 -0.24 -0.03 0.09 0.082
H -0.301 -5.647 -0.592 0.02 0.10 -0.17 0.086
H -0.672 -5.430 -2.308 0.24 0.12 0.15 0.078
C -2.895 -3.133 0.479 -0.35 -1.23 0.16 -0.464
C -4.279 -3.707 0.767 -0.38 -0.03 0.23 -0.129
H -2.856 -2.052 0.691 0.09 -0.31 -0.44 0.041
H -2.140 -3.612 1.125 -0.31 0.02 -0.48 0.007
H -4.418 -3.818 1.846 -0.06 0.05 -0.20 0.089
H -5.066 -3.051 0.384 0.04 -0.14 0.05 0.085
H -4.394 -4.691 0.300 -0.07 0.13 0.24 0.077
C -2.632 -1.727 -1.967 -1.00 -0.56 -0.77 -0.374
C -2.875 -1.800 -3.475 -0.01 0.29 -0.42 -0.138
H -1.752 -1.116 -1.723 -0.06 -0.34 0.14 0.078
H -3.512 -1.298 -1.466 0.20 -0.14 -0.08 0.097
H -3.262 -0.842 -3.838 0.12 -0.21 -0.01 0.088
H -1.952 -2.021 -4.024 -0.16 0.01 0.09 0.082
H -3.611 -2.574 -3.725 0.11 0.25 0.03 0.079
C -0.607 1.485 5.644 0.42 -0.37 -0.05 -0.082
C -1.943 1.219 4.991 -0.29 0.36 0.56 -0.340
O -1.975 1.875 3.736 -0.07 -0.20 -1.03 -0.102
H 0.122 0.737 5.309 0.08 0.17 0.05 0.058
H -0.694 1.396 6.730 0.08 0.04 -0.15 0.083
H -0.221 2.482 5.392 -0.27 -0.19 0.10 0.084
H -2.118 0.142 4.856 -0.04 0.19 0.24 0.066
H -2.720 1.660 5.628 -0.11 -0.31 -0.07 0.117
H -2.775 1.594 3.267 0.24 0.25 0.26 0.085
```
Forces are in eV/Å.

=====

# C48H37CrN5O4P2

C48H37CrN5O4P2 as an isolated structure (the ωB97M-V functional and the def2-TZVPD basis, the OMol25 dataset).

Output
HOMO-LUMO gap (alpha / beta): 6.652 / 6.514 eV
LUMO energy (alpha / beta): -3.112 / -3.472 eV
multiplicity: 4
HOMO (alpha / beta): -9.765 / -9.986 eV
charge: +1

Structure (XYZ):
```
97
Properties=species:S:1:pos:R:3:forces:R:3:lowdin_charge:R:1
Cr -0.915 1.895 -0.684 -0.96 0.91 0.02 0.740
C -1.211 3.009 3.521 0.29 0.10 0.20 -0.015
C -1.562 2.595 2.234 -0.03 -0.17 -0.18 -0.081
N -0.675 2.342 1.288 -0.35 0.46 0.64 0.021
C 0.636 2.511 1.586 0.94 0.38 0.42 -0.151
C 1.094 2.872 2.878 -0.25 -0.04 -0.39 -0.149
C 0.114 3.138 3.856 -0.26 -0.03 -0.36 0.030
C 2.481 2.912 3.122 0.32 -0.12 -0.13 -0.024
C 3.358 2.540 2.133 -0.18 0.16 0.58 -0.050
C 2.919 2.233 0.846 -0.66 -0.11 -0.51 -0.021
C 1.567 2.294 0.527 0.45 0.11 0.84 -0.205
N 0.970 2.102 -0.680 0.31 -0.12 0.22 -0.065
C 1.535 2.352 -1.888 0.53 0.34 -0.89 -0.196
C 2.785 2.895 -2.173 -0.61 -0.26 0.55 0.014
C 3.196 3.080 -3.490 -0.29 -0.07 -0.67 -0.050
C 2.387 2.752 -4.552 0.31 0.17 0.15 -0.025
C 1.075 2.300 -4.316 -0.20 0.01 0.29 -0.145
C 0.122 2.102 -5.335 -0.18 -0.05 0.38 0.032
C -1.161 1.753 -4.990 0.18 -0.02 -0.16 -0.021
C -1.487 1.574 -3.644 -0.18 -0.06 0.27 -0.091
N -0.619 1.741 -2.658 -0.34 -0.03 -1.04 -0.007
C 0.647 2.108 -2.978 0.86 0.28 -0.37 -0.152
H -1.988 3.208 4.241 -0.10 0.00 0.04 0.118
H -2.603 2.442 1.984 -0.06 0.02 -0.07 0.124
H 0.413 3.430 4.853 0.02 0.02 0.07 0.130
H 2.844 3.217 4.090 0.01 -0.02 0.17 0.117
H 4.417 2.490 2.335 0.12 0.07 0.09 0.114
H 3.629 1.906 0.106 0.08 0.11 -0.08 0.103
H 3.430 3.228 -1.378 0.04 -0.05 0.04 0.104
H 4.164 3.518 -3.668 0.16 0.00 -0.08 0.114
H 2.721 2.901 -5.566 0.02 0.02 -0.14 0.116
H 0.401 2.260 -6.366 0.02 0.00 -0.10 0.129
H -1.927 1.635 -5.741 -0.04 -0.07 0.00 0.115
H -2.495 1.291 -3.361 0.03 0.06 0.02 0.119
O -5.068 5.926 -0.594 0.07 0.42 -0.02 0.148
C -5.627 4.742 -0.539 0.08 -0.31 -0.02 -0.503
O -6.813 4.569 -0.431 -0.03 0.00 0.00 0.120
C -4.728 3.537 -0.605 0.30 -0.13 0.02 -0.016
C -5.194 2.234 -0.547 0.28 0.45 -0.02 0.036
N -4.128 1.419 -0.603 -0.20 -0.11 0.06 0.050
N -2.982 2.112 -0.695 -0.18 0.19 -0.05 -0.015
C -3.329 3.405 -0.702 -0.56 -0.16 -0.01 -0.109
C -2.219 4.410 -0.835 -0.53 0.44 0.03 -0.533
O -2.468 5.609 -0.831 -0.09 -0.12 0.00 0.098
O -1.075 3.881 -0.952 0.68 -0.73 -0.02 -0.033
H -4.071 5.936 -0.690 -0.18 -0.36 0.02 0.079
H -6.207 1.892 -0.473 -0.18 -0.18 0.01 0.148
H -4.130 0.408 -0.593 0.10 0.22 0.00 0.172
C -1.049 -2.211 -0.536 0.03 -0.06 -0.32 -0.441
P -0.412 -0.483 -0.259 0.62 -1.14 0.29 1.048
C -0.252 -0.549 1.560 -0.17 0.24 0.08 -0.362
C -1.502 -0.640 2.180 0.11 -0.07 -0.14 -0.137
C -1.620 -0.605 3.555 -0.05 -0.06 0.10 -0.069
C -0.487 -0.449 4.340 -0.04 -0.06 -0.08 -0.063
C 0.753 -0.339 3.735 -0.08 -0.01 0.07 -0.061
C 0.871 -0.379 2.356 0.05 -0.09 -0.13 -0.088
C 1.121 -0.686 -1.228 0.01 0.47 -0.19 -0.438
C 2.432 -0.578 -0.791 -0.14 0.00 0.00 -0.120
C 3.475 -0.667 -1.699 0.01 -0.05 0.06 -0.056
C 3.221 -0.874 -3.043 0.03 0.02 -0.05 -0.053
C 1.912 -0.971 -3.491 0.07 -0.04 -0.01 -0.059
C 0.870 -0.867 -2.593 0.08 -0.04 0.26 -0.157
P 0.468 -3.341 -0.627 -0.24 -0.37 0.24 1.090
C 1.036 -3.270 1.119 0.20 0.00 -0.20 -0.404
C 0.191 -3.612 2.170 0.10 0.05 0.08 -0.094
C 0.690 -3.733 3.451 -0.15 -0.05 0.00 -0.066
C 2.038 -3.516 3.696 0.10 0.00 0.01 -0.076
C 2.884 -3.175 2.657 0.15 -0.04 0.15 -0.074
C 2.387 -3.064 1.369 -0.20 -0.05 -0.13 -0.119
C -0.226 -5.023 -0.455 -0.07 0.11 -0.20 -0.399
C 0.713 -5.978 -0.062 -0.09 0.02 -0.06 -0.108
C 0.341 -7.294 0.118 0.02 -0.02 -0.02 -0.070
C -0.973 -7.672 -0.111 -0.11 -0.03 -0.01 -0.080
C -1.900 -6.735 -0.538 -0.12 -0.19 -0.01 -0.083
C -1.530 -5.412 -0.719 0.16 0.09 0.07 -0.100
H -1.552 -2.271 -1.507 -0.04 -0.01 0.09 0.046
H -1.748 -2.504 0.250 0.00 0.08 -0.06 0.042
H -2.393 -0.734 1.566 -0.06 -0.02 0.08 0.099
H -2.594 -0.690 4.015 -0.05 0.00 0.02 0.113
H -0.573 -0.413 5.415 -0.01 -0.01 0.12 0.113
H 1.640 -0.209 4.335 0.11 -0.01 0.06 0.120
H 1.852 -0.284 1.925 0.06 0.04 -0.01 0.093
H 2.653 -0.426 0.251 0.04 0.02 0.02 0.081
H 4.492 -0.573 -1.349 0.11 -0.03 0.03 0.115
H 4.040 -0.950 -3.740 0.07 0.00 -0.08 0.112
H 1.710 -1.118 -4.540 -0.05 -0.04 -0.12 0.115
H -0.152 -0.951 -2.944 -0.01 0.00 -0.09 0.105
H -0.854 -3.816 1.979 -0.09 -0.05 0.00 0.114
H 0.034 -4.029 4.255 -0.08 0.00 0.12 0.112
H 2.428 -3.640 4.695 0.05 0.03 0.12 0.108
H 3.937 -3.021 2.844 0.11 0.00 0.03 0.108
H 3.051 -2.842 0.544 0.06 0.01 -0.05 0.097
H 1.735 -5.670 0.118 0.07 -0.06 0.05 0.105
H 1.072 -8.021 0.440 0.04 -0.07 0.01 0.108
H -1.272 -8.697 0.041 -0.05 -0.10 -0.01 0.105
H -2.920 -7.036 -0.728 -0.08 -0.04 -0.02 0.104
H -2.260 -4.691 -1.059 -0.10 0.06 0.00 0.092
```
Forces are in eV/Å.

=====

# C5H14NO

A 2-piece molecular cluster, C5H14NO overall (the ωB97M-V functional and the def2-TZVPD basis, the OMol25 dataset).

Output
HOMO-LUMO gap: 12.806 eV
LUMO energy: -2.948 eV
HOMO: -15.754 eV
charge: +1

Structure (XYZ):
```
21
Properties=species:S:1:pos:R:3:forces:R:3:lowdin_charge:R:1
C 0.701 -1.590 0.929 -3.72 0.47 1.79 -0.042
C 0.549 -0.496 -0.051 0.46 1.67 0.06 -0.319
N -0.706 0.297 0.290 -0.36 0.70 -2.24 0.095
C -0.478 1.713 -0.303 -0.63 -1.00 -0.22 -0.068
C 1.012 1.954 -0.144 -0.76 -0.36 -2.26 -0.161
C 1.705 0.607 -0.053 -0.24 -2.22 0.11 -0.082
H -0.244 -2.213 0.924 1.05 0.27 -0.27 0.107
H 0.630 -1.130 1.936 0.75 -0.39 -0.23 0.108
H 1.517 -2.208 0.811 1.88 -1.11 -0.22 0.072
H 0.376 -0.896 -1.034 -0.03 0.10 -0.58 0.141
H -0.986 0.244 1.247 0.38 0.38 1.17 0.165
H -1.511 -0.135 -0.181 -0.02 -0.23 -0.15 0.119
H -0.882 1.699 -1.343 0.73 -0.38 0.65 0.149
H -1.073 2.462 0.177 -0.43 0.14 0.71 0.121
H 1.257 2.606 -0.976 0.62 -0.32 -0.42 0.127
H 1.181 2.580 0.655 0.44 1.00 2.24 0.090
H 2.197 0.452 0.958 0.00 0.44 -1.52 0.139
H 2.334 0.306 -0.947 -0.23 0.77 1.40 0.144
H -1.825 -2.254 -1.356 -1.12 0.39 0.53 0.077
H -3.262 -2.290 -0.673 0.93 0.57 -0.32 0.088
O -2.489 -1.709 -0.866 0.29 -0.88 -0.24 -0.070
```
Forces are in eV/Å.

=====

- Look up the charge of the third one.
  +1

=====

Please write out number 3 again, unchanged.
# C5H14NO

A 2-piece molecular cluster, C5H14NO overall (the ωB97M-V functional and the def2-TZVPD basis, the OMol25 dataset).

Output
HOMO-LUMO gap: 12.806 eV
LUMO energy: -2.948 eV
HOMO: -15.754 eV
charge: +1

Structure (XYZ):
```
21
Properties=species:S:1:pos:R:3:forces:R:3:lowdin_charge:R:1
C 0.701 -1.590 0.929 -3.72 0.47 1.79 -0.042
C 0.549 -0.496 -0.051 0.46 1.67 0.06 -0.319
N -0.706 0.297 0.290 -0.36 0.70 -2.24 0.095
C -0.478 1.713 -0.303 -0.63 -1.00 -0.22 -0.068
C 1.012 1.954 -0.144 -0.76 -0.36 -2.26 -0.161
C 1.705 0.607 -0.053 -0.24 -2.22 0.11 -0.082
H -0.244 -2.213 0.924 1.05 0.27 -0.27 0.107
H 0.630 -1.130 1.936 0.75 -0.39 -0.23 0.108
H 1.517 -2.208 0.811 1.88 -1.11 -0.22 0.072
H 0.376 -0.896 -1.034 -0.03 0.10 -0.58 0.141
H -0.986 0.244 1.247 0.38 0.38 1.17 0.165
H -1.511 -0.135 -0.181 -0.02 -0.23 -0.15 0.119
H -0.882 1.699 -1.343 0.73 -0.38 0.65 0.149
H -1.073 2.462 0.177 -0.43 0.14 0.71 0.121
H 1.257 2.606 -0.976 0.62 -0.32 -0.42 0.127
H 1.181 2.580 0.655 0.44 1.00 2.24 0.090
H 2.197 0.452 0.958 0.00 0.44 -1.52 0.139
H 2.334 0.306 -0.947 -0.23 0.77 1.40 0.144
H -1.825 -2.254 -1.356 -1.12 0.39 0.53 0.077
H -3.262 -2.290 -0.673 0.93 0.57 -0.32 0.088
O -2.489 -1.709 -0.866 0.29 -0.88 -0.24 -0.070
```
Forces are in eV/Å.